[1]
A gas-phase ion, C11H14NO4 (charge +1), computed with the ωB97M-V functional and the def2-TZVPD basis.

Summary:
Electronic energy = -21307.7649 eV
Structure (SMILES) = O=C(O)C[NH2+]C[C@@H]1COc2ccccc2O1
Orbital gap = 9.4 eV
Relative energy (zero: lowest compared OMol25 entry of this formula, charge and spin) = 0.0 kJ/mol
HOMO = -12.2355 eV
Total charge = +1

```
30
Properties=species:S:1:pos:R:3:forces:R:3:nbo_charge:R:1
O 1.8203 -2.4962 -2.5600 -0.39 -0.39 -0.28 -0.715
O -1.8978 0.3024 -0.2198 0.13 0.53 -0.04 -0.517
O 3.5273 -1.2836 -1.7502 0.07 0.14 0.05 -0.510
O 0.0311 -0.4278 1.6913 0.17 0.30 -0.01 -0.499
N -0.0349 -1.2695 -1.2161 -0.54 0.20 -0.38 -0.543
C 0.6626 1.8523 1.9174 -0.13 -0.20 -0.08 -0.261
C -0.1481 0.8916 1.3259 -0.06 0.10 -0.07 0.278
C -1.2093 2.6095 -0.0010 0.00 -0.20 0.01 -0.216
C -1.0840 1.2827 0.3732 0.05 -0.14 0.09 0.147
C -0.8568 -1.3818 1.1514 -0.35 -0.27 -0.47 0.052
C -0.3896 3.5563 0.5849 -0.05 0.01 -0.06 -0.204
C 0.5372 3.1769 1.5447 0.03 -0.05 0.01 -0.180
C -0.2146 -2.1482 -0.0267 -0.07 -0.21 0.95 -0.250
C 2.3635 -1.4859 -1.8714 -0.04 0.24 0.30 0.769
C 1.2745 -0.5886 -1.2692 0.91 0.25 -0.14 -0.350
C -2.1750 -0.7283 0.7191 -0.05 -0.35 0.61 -0.115
H 1.5920 -0.2719 -0.2734 -0.15 -0.10 -0.14 0.273
H -0.4836 4.5913 0.3004 -0.01 0.11 -0.03 0.236
H -2.8358 -1.4432 0.2275 0.05 0.01 0.06 0.218
H -0.8254 -0.5587 -1.1603 0.48 -0.33 -0.22 0.475
H -1.9481 2.8757 -0.7391 -0.12 0.05 -0.09 0.241
H -1.0419 -2.1091 1.9510 -0.04 0.04 -0.22 0.235
H 0.7534 -2.5471 0.2830 -0.04 0.03 -0.16 0.240
H 1.1659 3.9189 2.0094 0.07 0.08 0.05 0.236
H 1.3755 1.5380 2.6616 0.11 -0.04 0.12 0.242
H -0.8669 -2.9815 -0.2904 0.05 0.07 -0.11 0.239
H -2.6862 -0.3081 1.5916 0.02 -0.02 -0.12 0.224
H 1.2096 0.3045 -1.8980 -0.11 -0.12 0.06 0.266
H 2.5033 -3.0454 -2.9801 0.08 0.14 0.10 0.532
H -0.1181 -1.8250 -2.0764 -0.08 0.13 0.22 0.458
```
Forces are in eV/Å.

[2]
A molecular structure, C48H46AsAuF7N3O7, computed with the ωB97M-V functional and the def2-TZVPD basis.

Summary:
Electronic energy = -152869.3175 eV
Spin multiplicity = 2
Orbital gap (alpha / beta) = 5.9 / 4.6 eV
Relative energy (zero: lowest compared OMol25 entry of this formula, charge and spin) = 271.7 kJ/mol
HOMO (alpha / beta) = -9.6912 / -9.6924 eV
Total charge = +1

```
113
Properties=species:S:1:pos:R:3:forces:R:3:mulliken_spin:R:1
Au -0.8059 -0.7550 -1.3382 2.67 -0.11 0.05 0.008
As -3.0372 2.7044 -1.1609 -0.83 -0.66 0.35 -0.001
F -1.8803 3.7486 -1.9440 -0.59 0.09 -0.30 0.021
F -1.7091 1.5170 -0.9745 -0.71 0.25 -0.33 0.010
F -4.0701 1.5945 -0.3217 0.09 0.16 -0.09 0.000
F -3.4516 2.0061 -2.6708 0.10 0.11 0.10 0.000
F -4.2623 3.9102 -1.2699 0.26 -0.21 0.00 0.001
F 0.8520 1.2273 5.0039 -0.09 -0.03 0.21 0.000
F -2.5271 3.3456 0.3966 -0.70 0.12 -0.25 0.003
O 1.3242 -0.4112 -1.2934 -1.68 -0.12 0.23 0.022
O -1.8659 -2.5958 -1.0108 -0.12 0.47 -0.84 0.001
O -3.4483 -3.8321 -0.0669 0.15 0.04 -0.07 0.000
O -0.7569 -0.3329 -3.2823 -1.04 -0.88 1.38 -0.005
O -0.7674 -0.5999 0.7794 -0.02 -0.28 -0.43 -0.006
O 3.2199 1.5166 -3.7067 0.00 0.13 0.17 0.000
O 1.9011 0.8250 -5.4277 0.13 -0.01 -0.07 0.001
N -1.6103 0.9361 9.3282 -0.02 0.07 0.04 0.000
N -0.7434 0.0546 7.1212 0.07 0.16 0.10 0.000
N -2.9242 -2.5377 3.6711 -0.21 -0.11 -0.18 0.000
C 1.2474 2.0075 -1.3480 -0.01 -0.35 -0.44 0.105
C -0.8671 -0.2738 5.7513 -0.09 0.01 -0.16 0.000
C 0.9239 -1.9023 -4.3671 -0.21 -0.06 0.20 -0.003
C -2.6008 -2.9575 -0.0270 -0.34 -0.06 0.36 0.000
C 0.1886 -0.5605 -4.2843 0.47 0.19 -1.00 -0.001
C -0.2387 1.4558 9.0467 0.32 0.12 -0.21 0.000
C -0.0933 3.1147 0.3365 1.02 -0.21 0.52 0.043
C -1.7273 0.6901 -7.3910 -0.06 0.07 0.02 0.000
C 2.3419 -3.3571 -5.6737 0.06 0.02 -0.03 0.000
C 0.8075 -2.9093 -3.4158 0.04 0.28 -0.14 0.003
C -1.6211 -1.5219 -5.7290 0.06 0.10 -0.19 -0.001
C 5.1933 2.2009 -0.2305 -0.04 0.08 0.03 -0.021
C -2.3415 -2.3270 1.3429 0.26 0.21 -0.45 -0.001
C -1.4305 -1.2690 1.6117 -0.41 -0.26 0.36 -0.002
C -0.1681 4.2339 -0.4944 0.12 0.17 0.61 0.279
C -0.8206 0.6655 -6.3384 0.00 -0.12 -0.05 0.000
C -0.3220 0.0198 3.4074 -0.05 0.00 0.11 0.000
C -2.5843 -0.3758 -7.6057 0.01 0.05 -0.05 0.000
C 0.4753 4.2411 -1.7479 1.06 -0.24 -0.55 0.147
C -5.1315 -3.5591 4.3865 -0.04 -0.04 -0.07 0.000
C 1.1814 0.6335 -4.2275 -0.09 -0.13 0.50 0.043
C 5.5329 1.2133 0.6816 -0.01 -0.05 0.04 0.031
C -2.5237 -1.4880 -6.7757 -0.06 -0.04 0.11 0.000
C 1.6990 -2.1430 -5.5027 -0.02 0.03 0.00 0.000
C -2.0115 -1.5711 4.0330 0.26 0.19 -0.05 0.000
C -0.7254 -1.0027 8.1182 0.08 0.08 0.01 0.000
C -1.2652 -0.9373 3.0314 0.10 0.06 -0.20 0.000
C 3.2537 0.9371 -0.8824 -0.26 -0.27 -0.15 0.102
C 0.0574 1.1982 7.5595 -0.08 -0.09 -0.15 0.000
C 1.9410 0.7227 -1.7339 1.05 1.06 -0.09 0.041
C 1.4480 -4.1273 -3.5924 0.06 -0.05 0.06 0.000
C 0.6223 2.0229 -0.0738 -0.14 0.47 0.39 0.105
C -1.8102 -1.2145 5.3703 -0.07 -0.07 0.13 0.000
C -3.6950 -3.2502 4.6653 0.01 -0.10 0.10 0.000
C -3.0278 -2.8922 2.3743 -0.03 0.04 0.17 0.000
C -0.7468 -0.4550 -5.5242 0.14 -0.06 0.45 0.000
C 4.0521 2.0752 -1.0077 0.05 -0.16 0.05 0.056
C 2.3239 0.5388 -3.2093 -0.46 -0.31 -0.20 0.016
C 2.2187 -4.3564 -4.7190 0.00 -0.04 0.03 0.000
C -4.7792 -2.5293 5.4145 -0.05 0.11 0.06 0.000
C 4.2810 0.6385 -5.6981 -0.12 0.01 0.16 0.000
C 4.7398 0.0782 0.7987 0.04 0.01 0.04 -0.004
C -1.6119 -0.5616 9.2958 0.09 -0.48 -0.16 0.000
C 3.5971 -0.0595 0.0279 0.02 0.12 -0.03 0.008
C 3.1402 2.8839 -5.6683 -0.03 -0.16 0.14 0.000
C -0.1203 0.3299 4.7212 0.05 -0.04 -0.08 0.000
C 3.1409 1.4636 -5.1264 0.11 0.10 -0.29 0.004
C 1.2095 3.1610 -2.1584 -0.22 0.56 0.03 0.022
H 2.9743 -0.9395 0.0997 -0.01 0.00 0.02 0.000
H 5.2244 1.1406 -5.4865 0.04 -0.03 -0.04 0.000
H 2.9313 -3.5310 -6.5652 0.00 0.02 0.00 0.000
H 0.3760 5.0976 -2.4002 -0.04 0.03 0.07 -0.006
H -1.7674 1.5601 -8.0339 -0.04 0.00 0.00 0.000
H 2.7105 -5.3100 -4.8603 0.00 0.00 0.00 0.000
H 4.2930 -0.3528 -5.2444 -0.01 0.00 -0.02 0.000
H 4.0212 3.4141 -5.3074 0.01 0.03 -0.04 0.000
H -0.2264 2.0696 6.9743 0.02 0.02 -0.04 0.000
H -1.2267 -0.9367 10.2420 -0.03 0.13 0.06 0.000
H -3.1140 -3.9974 5.1943 -0.03 0.01 0.02 0.000
H 0.2114 -2.7555 -2.5338 -0.15 -0.07 0.13 -0.003
H -0.1914 2.5191 9.2683 -0.10 -0.01 0.06 0.000
H -3.7145 -3.6936 2.1368 -0.01 0.00 -0.01 0.000
H -0.1644 1.5087 -6.1850 -0.01 0.00 -0.01 0.000
H -3.1920 -2.3249 -6.9319 -0.02 0.02 -0.01 0.000
H 0.4558 0.9366 9.7038 -0.10 -0.05 0.06 0.000
H 0.2754 0.5049 2.6502 0.05 0.03 -0.02 0.000
H 4.1582 0.5357 -6.7754 0.01 -0.02 -0.01 0.000
H 3.8020 2.8492 -1.7171 0.00 0.00 -0.03 0.010
H 1.1325 1.0440 7.4356 0.02 0.02 0.04 0.000
H -2.6407 -0.8945 9.1741 -0.03 0.10 0.01 0.000
H -2.4269 -1.6831 6.1245 0.00 0.04 -0.03 0.000
H 1.7082 3.1788 -3.1144 0.02 -0.08 0.05 0.017
H -3.3133 -0.3323 -8.4045 0.05 -0.04 -0.05 0.000
H -1.9780 1.2835 10.2126 -0.01 0.02 0.02 0.000
H -5.5613 -3.2119 3.4571 0.05 0.05 0.00 0.000
H 0.6861 1.1250 0.5215 0.03 0.03 0.02 0.002
H -5.5034 -4.5190 4.7131 0.04 0.00 0.03 0.000
H -2.2155 1.2636 8.5717 -0.08 0.00 0.05 0.000
H -0.7192 5.1062 -0.1706 0.01 -0.04 -0.03 -0.020
H -1.5906 -2.3754 -5.0638 0.02 -0.02 -0.01 0.000
H -1.0986 -1.9351 7.7079 0.01 0.00 0.02 0.000
H -4.9557 -1.4930 5.1570 0.02 -0.02 -0.06 0.000
H 2.7737 -0.4587 -3.2746 0.02 0.00 0.09 -0.004
H 0.5645 1.5115 -3.9896 -0.04 -0.04 -0.17 -0.028
H 1.3383 -4.8984 -2.8403 -0.02 0.00 -0.01 0.000
H 5.8137 3.0816 -0.3356 0.00 0.00 0.01 -0.001
H 1.7800 -1.3736 -6.2583 -0.02 -0.07 -0.03 0.000
H 2.2417 3.4112 -5.3446 0.00 0.00 0.00 0.000
H 6.4120 1.3284 1.3021 0.03 -0.03 -0.04 0.001
H 3.1540 2.8552 -6.7564 0.01 0.05 -0.01 0.000
H 0.2999 -1.1876 8.4619 -0.02 -0.04 0.00 0.000
H -4.9272 -2.7649 6.4599 0.05 -0.05 0.00 0.000
H 5.0142 -0.7097 1.4886 0.02 0.02 0.02 0.000
H -0.6159 3.1072 1.2822 0.22 0.04 -0.08 0.004
```
Forces are in eV/Å.

[3]
A molecular structure, C14H36ClIIrO4P3, computed with the ωB97M-V functional and the def2-TZVPD basis.

Summary:
Electronic energy = -74590.3538 eV
Spin multiplicity = 6
Orbital gap (alpha / beta) = 5.9 / 5.3 eV
HOMO (alpha / beta) = -16.4933 / -19.5232 eV
Total charge = +3

```
60
Properties=species:S:1:pos:R:3:forces:R:3:mulliken_spin:R:1
Ir -0.2982 -0.7401 -0.9771 0.24 -1.27 -2.01 0.859
I 0.4583 -2.8487 0.7758 -0.92 -0.67 0.94 1.227
Cl -0.0678 -2.5676 -2.5943 -0.04 0.37 0.90 0.327
P 2.3491 -1.2007 -1.2069 3.54 -0.91 -0.40 0.505
P -0.1919 0.5599 0.8145 -0.93 2.61 4.74 0.269
P -2.5310 -1.1655 -1.3054 -2.08 -1.26 0.81 0.243
O 1.1321 0.5342 1.7184 -0.84 -0.37 -1.24 0.026
O 1.1976 1.3754 -2.1782 -1.50 -2.10 -0.40 0.581
O -0.3873 2.1173 0.4693 0.02 -2.11 -0.18 0.068
O -1.3801 0.2419 1.8659 1.33 -0.19 -2.02 0.075
C 2.9841 -2.9070 -0.9424 -0.87 0.11 0.27 0.091
C -3.5595 -0.1505 -0.2154 0.28 0.10 0.18 0.049
C -2.9665 -2.9058 -1.0191 0.08 0.22 -0.10 0.011
C -2.6983 0.5769 3.8255 0.15 -0.17 0.47 0.000
C 1.6192 0.6372 4.1064 0.15 0.25 0.06 0.006
C 0.6868 3.0529 0.1092 0.51 0.44 -0.45 0.000
C 3.3972 -0.1731 -0.1313 -0.53 0.28 0.45 0.090
C 0.8443 4.0806 1.1949 -0.17 -0.05 0.30 0.014
C -2.0920 1.2604 2.6319 -0.36 0.64 0.45 0.003
C -3.0750 -0.7505 -2.9929 0.70 0.08 0.03 0.019
C 3.0907 -0.8406 -2.8429 -0.95 0.23 -0.26 0.036
C 1.3131 -0.2732 2.9487 0.07 -0.27 0.28 0.017
C 0.5347 0.3787 -2.4833 1.96 4.14 -1.33 0.217
C 0.1328 0.1601 -3.9180 -0.74 0.35 -0.94 0.210
H 3.1080 0.8786 -0.2317 0.19 -0.20 0.10 -0.011
H -3.0535 -0.4305 3.5814 -0.07 0.24 0.00 0.000
H 4.4321 -0.3044 -0.4744 -0.20 -0.07 0.00 0.027
H 1.7202 0.0366 5.0181 -0.10 0.08 -0.17 0.000
H 2.6829 -1.5310 -3.5859 0.24 0.07 0.01 -0.004
H 1.5867 4.8193 0.8833 -0.03 -0.09 0.01 0.001
H 2.5704 1.1625 3.9623 -0.25 -0.04 -0.02 0.001
H 2.8765 0.1940 -3.1287 0.40 -0.34 -0.08 0.003
H 3.2986 -0.4854 0.9128 0.10 0.15 -0.23 -0.009
H -3.1922 0.8835 -0.2256 -0.23 -0.14 0.02 0.005
H 0.4198 -0.8746 3.1449 -0.05 0.27 -0.16 0.005
H -2.3989 -3.5399 -1.7087 -0.27 0.09 0.16 -0.002
H -2.7032 0.2411 -3.2715 -0.23 -0.11 -0.03 -0.003
H -1.3893 2.0411 2.9511 -0.16 -0.14 -0.28 0.001
H -0.0960 4.6062 1.3789 0.11 -0.06 -0.01 -0.001
H 2.1321 -0.9681 2.7477 0.01 0.18 -0.05 -0.002
H -3.5088 -0.5497 0.8040 -0.03 0.13 -0.25 -0.003
H -4.5918 -0.1789 -0.5845 0.14 -0.01 0.00 0.009
H 0.8148 1.3682 4.2524 0.19 -0.15 0.04 0.000
H 1.6234 2.5062 -0.0569 -0.31 0.04 0.13 -0.002
H 0.3789 3.4990 -0.8404 -0.01 -0.10 0.20 0.003
H -4.1701 -0.7375 -3.0020 0.11 -0.05 0.11 0.006
H -0.0284 1.1409 -4.3896 0.27 -0.19 0.10 0.004
H 1.1853 3.6040 2.1192 -0.03 0.16 -0.08 0.000
H -1.9528 0.4970 4.6225 -0.16 -0.14 -0.05 0.000
H -2.8615 1.6985 1.9876 0.27 -0.06 -0.02 0.000
H 4.1720 -0.9716 -2.7472 -0.11 -0.12 0.10 0.019
H 2.4627 -3.5797 -1.6266 0.27 -0.08 0.00 -0.014
H 2.7748 -3.2144 0.0936 0.60 -0.12 -0.30 0.008
H -2.7171 -3.1810 0.0115 -0.18 0.06 -0.17 0.005
H 4.0651 -2.9110 -1.1090 -0.06 0.02 -0.02 0.022
H -4.0429 -3.0240 -1.1938 0.15 -0.06 0.06 0.007
H -3.5312 1.1640 4.2207 0.08 -0.07 -0.10 0.000
H -2.7031 -1.5022 -3.6962 -0.12 0.11 0.07 -0.002
H -0.7814 -0.4262 -4.0227 0.38 0.12 0.13 -0.015
H 0.9254 -0.3828 -4.4500 -0.03 0.19 0.23 -0.002
```
Forces are in eV/Å.

[4]
A molecular structure, C35H28BrF5N7O8RuS, computed with the ωB97M-V functional and the def2-TZVPD basis.

Summary:
Electronic energy = -160604.8933 eV
Spin multiplicity = 2
Orbital gap (alpha / beta) = 7.5 / 7.7 eV
Relative energy (zero: lowest compared OMol25 entry of this formula, charge and spin) = 132.4 kJ/mol
HOMO (alpha / beta) = -7.8994 / -7.9472 eV
Total charge = 0

```
86
Properties=species:S:1:pos:R:3:forces:R:3:mulliken_spin:R:1
Ru 0.6516 0.1730 0.4409 -0.31 -0.61 0.43 0.925
Br -3.4503 2.3329 -4.3148 -0.04 0.01 -0.01 0.000
S 0.8153 2.3154 1.2520 0.01 0.05 0.10 0.009
F 1.7145 0.6843 3.6242 0.16 0.08 0.05 0.000
F 3.9355 1.0266 5.1034 -0.01 0.05 -0.05 0.000
F 5.0574 4.8118 2.5456 -0.02 -0.04 0.00 0.000
F 2.8790 4.4482 1.0295 0.01 0.00 0.05 0.001
F 5.6176 3.0990 4.5765 -0.03 -0.01 -0.03 0.000
O 5.1724 1.7143 0.1668 0.01 -0.01 -0.04 0.001
O -0.5132 -0.0832 2.1155 -0.19 0.17 -0.13 -0.019
O 4.0836 -0.3612 -6.9718 0.01 0.04 -0.08 0.000
O 3.3570 2.1562 -0.8873 -0.15 0.04 -0.17 0.001
O -0.9516 -1.8348 0.8596 0.20 -0.03 -0.38 0.021
O 1.3656 -0.2240 -1.4223 0.00 -0.06 -0.05 0.036
O 2.4857 -2.1597 -1.1407 -0.06 0.03 0.16 0.004
O 3.1039 1.4406 -5.9117 0.01 0.02 -0.07 0.000
N 3.2817 0.4972 0.5243 0.39 0.04 -0.42 0.005
N -0.7279 1.0792 -0.7805 -0.10 0.04 -0.07 -0.020
N 3.1587 -1.3630 1.7891 -0.02 -0.01 0.22 0.005
N 5.2473 -0.4698 1.4821 -0.02 -0.15 -0.02 0.000
N 3.9859 1.4949 -0.1026 0.16 -0.01 0.24 0.002
N 1.8188 -1.5052 1.3679 0.43 0.34 0.07 0.001
N -3.9072 -2.1413 1.8030 0.04 0.07 -0.03 0.001
C -5.0492 -0.9814 0.0297 0.00 -0.04 -0.06 0.001
C 4.5235 2.9248 3.8343 0.04 -0.03 0.10 -0.002
C 3.2907 -2.0700 -3.8235 0.03 -0.01 -0.04 0.000
C -3.7088 -2.8880 4.0881 -0.02 -0.01 0.04 0.000
C 3.1051 3.5930 2.0266 0.00 0.06 -0.02 -0.003
C -3.8929 0.3146 1.7194 0.10 0.03 0.02 0.000
C 3.6766 -0.7291 -5.7220 0.02 -0.03 -0.02 -0.001
C 2.6923 -0.9938 -3.1866 0.03 0.07 -0.05 -0.008
C -4.2939 1.4820 1.0903 -0.02 -0.02 0.00 0.000
C -5.4956 0.2041 -0.5596 0.01 0.00 -0.05 0.000
C 4.2359 3.7933 2.8009 0.04 0.10 -0.05 0.000
C -3.1493 -2.2529 2.9814 -0.02 0.02 0.03 -0.004
C -5.4145 -2.3237 -0.5493 0.00 0.00 -0.05 0.000
C 2.2300 2.5391 2.2631 -0.02 -0.05 0.01 0.010
C 3.7912 1.0340 -7.0927 -0.03 -0.08 0.12 0.000
C -5.1005 1.4304 -0.0340 0.01 0.03 0.04 0.000
C 3.6628 1.8735 4.1028 0.02 -0.08 0.06 0.002
C -1.0919 -1.2040 1.9182 -0.12 0.08 0.36 0.014
C -6.3861 0.1759 -1.7760 0.02 0.00 -0.02 0.000
C -1.2603 2.6089 -2.5221 -0.08 0.03 -0.10 0.000
C 2.5816 0.2550 -3.8180 -0.03 -0.01 0.01 -0.001
C -2.3436 1.8251 -2.8807 0.06 -0.02 0.08 0.000
C -1.7755 0.3270 -1.1325 -0.15 0.08 -0.05 0.013
C 3.9383 -0.4046 1.2226 0.01 0.08 0.09 -0.004
C 2.5292 1.7084 3.3345 -0.10 -0.20 0.05 0.002
C -1.8435 -1.7647 3.0836 -0.08 0.03 -0.06 0.009
C -2.9995 -3.0257 5.2698 -0.05 -0.01 0.00 0.000
C 3.7927 -1.9580 -5.1228 0.02 -0.03 0.04 0.001
C -0.4680 2.1903 -1.4737 0.07 0.09 -0.07 -0.001
C -4.2617 -0.9200 1.1916 -0.03 -0.11 0.08 0.001
C 3.0885 0.3480 -5.0834 0.00 0.06 0.02 0.000
C -2.6062 0.6612 -2.1824 -0.01 0.04 -0.02 -0.004
C -1.7271 -2.4881 5.3872 0.04 0.01 -0.01 0.000
C -1.1642 -1.8483 4.2953 -0.02 0.01 0.00 0.003
C 2.1632 -1.1672 -1.8005 0.01 -0.03 -0.09 0.014
H -3.3070 0.3765 2.6260 0.04 -0.05 -0.01 -0.001
H 5.8363 0.2516 1.0898 -0.07 -0.01 0.04 0.000
H -1.0141 3.5183 -3.0503 -0.02 -0.01 -0.02 0.000
H -4.7251 -3.2591 4.0186 0.01 0.00 0.01 0.000
H 1.2855 -1.8926 2.1373 0.02 0.05 0.01 -0.002
H -1.9378 -0.5766 -0.5642 0.00 -0.03 0.01 -0.008
H -6.3168 -2.7403 -0.0879 0.02 0.00 0.02 0.000
H -4.6059 -3.0421 -0.4091 0.01 0.01 0.00 0.000
H 4.7249 1.5919 -7.1834 0.04 0.01 0.01 0.000
H 3.3600 -3.0065 -3.2883 0.00 -0.01 -0.01 0.000
H -1.1815 -2.5618 6.3184 0.00 0.00 -0.01 0.000
H -4.6320 -2.8378 1.7397 0.01 -0.01 0.00 0.000
H 1.8298 -2.1091 0.5301 -0.12 -0.09 -0.03 0.000
H -3.4342 0.0156 -2.4303 -0.01 0.02 -0.03 0.000
H 3.6204 -2.2039 2.1027 -0.05 0.00 -0.10 -0.001
H -5.6096 -2.2592 -1.6187 -0.02 0.02 0.03 0.000
H 5.6305 -1.2715 1.9493 0.03 0.02 0.01 0.000
H 0.4113 2.7492 -1.1792 -0.04 -0.05 -0.04 -0.004
H 4.2535 -2.7920 -5.6332 0.00 0.00 0.00 0.000
H -5.4340 2.3452 -0.5096 0.01 -0.01 0.01 0.000
H 3.1504 1.1932 -7.9593 -0.02 0.00 -0.03 0.000
H 2.1283 1.0928 -3.3090 0.00 0.00 0.00 0.001
H -0.1782 -1.4037 4.3667 -0.01 0.00 0.00 0.000
H -3.9876 2.4355 1.5025 -0.01 -0.01 -0.01 0.000
H -7.2728 -0.4402 -1.6159 0.01 0.01 0.01 0.000
H -6.7147 1.1822 -2.0318 0.00 0.00 0.01 0.000
H -5.8709 -0.2294 -2.6519 0.01 -0.01 0.01 0.000
H -3.4591 -3.5267 6.1122 0.00 0.00 -0.01 0.000
```
Forces are in eV/Å.